1.
DFT (ωB97M-V with the def2-TZVPD basis set) results for C6H11O in the gas phase.

Properties
Net charge: 0
HOMO (alpha / beta), eV: -8.9448 / -8.9958
E_tot, Ha: -310.31597
Orbital gap (alpha / beta), eV: 9.98 / 7.60
LUMO level (alpha / beta), Eh: 0.0380 / -0.0512
Multiplicity: 2

Geometry (Å):
C 0.106 -1.152 -1.855
O 1.061 -1.941 -1.423
C -1.275 -1.008 -1.159
C -1.365 0.162 -0.137
C -0.260 0.183 0.872
C 0.985 0.655 0.805
C 1.642 1.263 2.026
H -0.279 -1.274 -2.898
H 0.487 -0.122 -2.061
H -2.053 -0.879 -1.911
H -1.440 -1.898 -0.547
H -1.374 1.096 -0.711
H -2.368 0.111 0.276
H -0.595 -0.242 1.818
H 1.402 0.904 -0.169
H 1.215 2.259 2.111
H 2.728 1.177 2.031
H 1.383 0.705 2.932



2.
DFT (ωB97M-V with the def2-TZVPD basis set) results for 2 unconnected molecules or ions with the total composition C6H11O2.

Properties
Net charge: -1
HOMO, eV: -4.0780
E_tot, Ha: -385.73803
Orbital gap, eV: 8.05
LUMO level, Eh: 0.1459

Geometry (Å):
C -1.111 1.134 -1.135
C -1.206 -0.236 -0.546
C -1.827 -1.267 -1.109
C -1.756 -2.671 -0.575
H -1.758 1.246 -2.012
H -1.385 1.874 -0.382
H -0.077 1.351 -1.405
H -0.598 -0.361 0.349
H -2.330 -1.117 -2.066
H -0.937 -2.764 0.139
H -2.685 -2.979 -0.082
H -1.582 -3.383 -1.388
O 0.651 1.522 1.320
C 1.727 0.875 1.256
O 1.872 -0.314 0.883
C 3.011 1.638 1.640
H 3.792 0.922 1.907
H 3.355 2.186 0.758
H 2.846 2.345 2.451



Summary of energy above the lowest of the compared OMol25 structures with the same formula, charge and spin in eV
1.998; 0.615
(order as listed above)